1.
ORCA calculation (wB97M-V/def2-TZVPD) on a cluster of 15 separate species, C45H90O15 in total.

For the highest occupied orbital energy, the calculation gives -8.970 eV. As for the lowest unoccupied orbital energy: 0.580 eV. The calculation puts the energy at -2897.14650 hartree.

```
! wB97M-V def2-TZVPD RIJCOSX def2/J DEFGRID3
* xyz 0 1
C -3.325 -2.815 4.214
C -3.099 -3.544 2.924
O -1.989 -3.924 2.590
C -4.302 -3.680 2.008
H -3.608 -1.772 3.994
H -2.603 -2.913 5.031
H -4.217 -3.232 4.594
H -3.947 -4.292 1.196
H -4.725 -2.714 1.619
H -5.188 -4.086 2.439
C -2.918 2.445 -2.183
C -2.815 2.287 -3.668
O -1.789 1.926 -4.203
C -4.047 2.541 -4.440
H -3.236 3.449 -1.890
H -2.027 2.216 -1.646
H -3.700 1.809 -1.707
H -4.806 1.792 -4.318
H -3.787 2.762 -5.527
H -4.461 3.486 -4.081
C 1.087 0.951 -4.858
C 2.278 1.102 -3.885
O 3.311 0.521 -4.074
C 2.162 2.165 -2.808
H 1.214 1.872 -5.461
H 0.100 0.849 -4.398
H 1.161 0.088 -5.484
H 3.163 2.493 -2.556
H 1.746 1.584 -1.987
H 1.495 2.957 -3.071
C -1.862 -1.089 -4.783
C -2.994 -1.477 -3.839
O -3.726 -0.670 -3.360
C -3.131 -2.922 -3.441
H -0.995 -1.287 -4.155
H -1.880 -0.029 -5.050
H -1.882 -1.753 -5.561
H -2.171 -3.309 -3.124
H -3.417 -3.516 -4.290
H -3.845 -2.920 -2.650
C 0.218 3.186 3.066
C -1.274 3.069 2.731
O -1.605 2.791 1.605
C -2.302 3.369 3.801
H 0.923 2.985 2.250
H 0.386 2.550 3.887
H 0.231 4.191 3.468
H -3.174 2.724 3.671
H -2.481 4.425 3.857
H -1.754 3.122 4.728
C 1.894 -5.247 0.687
C 0.943 -4.162 0.246
O 0.803 -3.049 0.753
C 0.054 -4.463 -0.965
H 2.829 -5.102 0.199
H 1.589 -6.217 0.284
H 1.909 -5.246 1.774
H -0.438 -3.510 -1.227
H -0.679 -5.205 -0.670
H 0.721 -4.715 -1.765
C -7.797 1.952 -2.588
C -7.190 0.653 -2.126
O -6.599 0.625 -1.059
C -7.412 -0.574 -3.030
H -7.048 2.609 -3.007
H -8.249 2.415 -1.737
H -8.500 1.737 -3.388
H -6.934 -1.457 -2.544
H -6.941 -0.328 -3.940
H -8.479 -0.632 -3.168
C 5.919 2.232 -2.690
C 5.731 1.713 -1.305
O 4.931 2.230 -0.550
C 6.666 0.588 -0.882
H 5.709 3.288 -2.731
H 5.295 1.664 -3.400
H 6.947 2.150 -3.085
H 6.805 0.540 0.202
H 7.636 0.627 -1.398
H 6.259 -0.394 -1.086
C -5.010 0.306 2.160
C -5.394 1.702 2.285
O -6.150 2.162 3.144
C -4.839 2.681 1.204
H -5.476 -0.266 2.938
H -3.932 0.064 2.267
H -5.221 -0.155 1.167
H -3.718 2.568 1.090
H -4.970 3.694 1.546
H -5.272 2.431 0.251
C -0.601 0.082 5.527
C -0.971 -0.416 4.185
O -1.988 -0.048 3.637
C 0.009 -1.301 3.538
H -0.229 -0.706 6.166
H -1.435 0.643 5.962
H 0.250 0.750 5.307
H -0.341 -1.692 2.611
H 0.242 -2.097 4.224
H 0.960 -0.802 3.398
C 2.625 -1.706 -1.576
C 3.342 -2.701 -2.513
O 4.075 -3.569 -2.038
C 3.023 -2.714 -3.982
H 3.040 -0.712 -1.653
H 2.802 -2.022 -0.569
H 1.523 -1.628 -1.776
H 1.994 -3.017 -4.186
H 3.801 -3.288 -4.460
H 2.928 -1.617 -4.246
C 2.119 5.063 0.018
C 3.495 5.069 0.580
O 3.725 4.929 1.775
C 4.704 5.283 -0.374
H 1.468 5.892 0.367
H 1.656 4.085 0.125
H 2.105 5.318 -1.043
H 5.658 5.216 0.105
H 4.617 6.295 -0.743
H 4.612 4.620 -1.247
C 5.739 -4.607 2.922
C 5.641 -3.207 2.358
O 6.343 -2.267 2.690
C 4.448 -2.940 1.424
H 6.343 -4.554 3.853
H 6.236 -5.168 2.136
H 4.781 -5.097 3.111
H 3.541 -3.108 2.049
H 4.466 -3.671 0.564
H 4.543 -1.896 1.124
C 4.234 0.514 2.500
C 3.676 0.850 3.875
O 2.496 0.845 4.104
C 4.747 1.151 4.883
H 3.565 -0.024 1.822
H 5.177 -0.110 2.569
H 4.573 1.423 2.056
H 5.204 2.113 4.710
H 5.475 0.331 4.843
H 4.302 1.326 5.879
C -0.049 0.123 0.030
C -1.049 -0.631 -0.737
O -0.813 -0.955 -1.920
C -2.339 -1.005 -0.037
H 0.551 -0.553 0.643
H -0.533 0.897 0.644
H 0.688 0.550 -0.654
H -2.186 -1.891 0.552
H -3.186 -1.225 -0.692
H -2.604 -0.093 0.544
*
```


2.
ORCA calculation (wB97M-V/def2-TZVPD) on a cluster of 7 separate species, C45H93BCl2O12S in total.

For the highest occupied orbital energy, the calculation gives -9.475 eV. As for the lowest unoccupied orbital energy: -0.951 eV. As for the SMILES: CCCCCCCCCCCC1=C(Cl)C(=O)C(CCCCS(=O)(=O)Cl)=C(B(O)O)C1=O.CCOCC.CCOCC.CCOCC.CCOCC.CCOCC.CCOCC. The calculation puts the energy at -4016.69640 hartree.

```
! wB97M-V def2-TZVPD RIJCOSX def2/J DEFGRID3
* xyz 0 1
C -3.298 -2.060 2.361
C -3.426 -2.082 0.824
C -2.053 -2.011 0.144
C -1.539 -0.568 0.056
C -0.228 -0.395 -0.726
C 1.003 -0.226 0.165
C 1.141 -1.301 1.237
C 2.369 -1.106 2.123
C 2.349 0.248 2.845
C 2.807 0.174 4.298
C 3.202 1.517 4.934
C 2.117 2.544 4.885
C 1.406 3.014 5.902
Cl 1.579 2.497 7.525
C 0.387 4.079 5.685
O 0.088 4.869 6.527
C -0.254 4.100 4.328
C -1.614 4.737 4.274
C -1.702 6.031 3.428
C -0.404 6.806 3.199
C 0.051 7.626 4.413
S 1.801 7.622 4.689
O 2.151 8.758 5.477
O 2.249 6.298 4.982
Cl 2.416 8.024 2.791
C 0.433 3.627 3.287
B -0.103 3.568 1.804
O -1.184 2.777 1.506
O 0.462 4.326 0.819
C 1.826 3.181 3.559
O 2.706 3.352 2.766
H -3.394 -1.052 2.772
H -2.324 -2.451 2.664
H -4.068 -2.672 2.835
H -3.942 -2.992 0.510
H -4.037 -1.237 0.494
H -1.355 -2.596 0.754
H -2.077 -2.450 -0.858
H -2.335 0.036 -0.392
H -1.394 -0.194 1.077
H -0.106 -1.248 -1.405
H -0.328 0.485 -1.370
H 0.942 0.769 0.628
H 1.905 -0.218 -0.459
H 0.255 -1.280 1.884
H 1.178 -2.280 0.745
H 3.256 -1.145 1.479
H 2.436 -1.922 2.847
H 2.950 0.984 2.310
H 1.313 0.623 2.827
H 3.685 -0.479 4.360
H 2.036 -0.309 4.911
H 4.073 1.930 4.417
H 3.500 1.344 5.972
H -1.913 4.944 5.302
H -2.339 4.017 3.880
H -2.100 5.796 2.436
H -2.444 6.686 3.895
H 0.404 6.150 2.876
H -0.580 7.485 2.362
H -0.184 8.686 4.301
H -0.378 7.263 5.351
H -1.385 2.132 2.196
H 0.621 3.839 0.000
C 9.233 4.193 6.999
C 8.666 3.399 5.834
O 7.528 2.622 6.163
C 6.402 3.353 6.620
C 5.849 4.341 5.608
H 9.404 3.540 7.856
H 10.181 4.646 6.710
H 8.566 4.997 7.313
H 9.402 2.675 5.485
H 8.447 4.066 4.992
H 6.627 3.862 7.564
H 5.653 2.592 6.843
H 6.526 5.179 5.433
H 4.905 4.753 5.968
H 5.673 3.847 4.651
C -2.363 -1.229 -6.031
C -1.910 -1.157 -4.585
O -0.856 -2.049 -4.272
C 0.368 -1.829 -4.949
C 0.990 -0.477 -4.650
H -2.583 -2.263 -6.304
H -3.266 -0.632 -6.164
H -1.615 -0.856 -6.731
H -2.727 -1.453 -3.924
H -1.641 -0.129 -4.315
H 0.257 -1.974 -6.031
H 1.023 -2.624 -4.589
H 0.422 0.349 -5.082
H 2.003 -0.420 -5.049
H 1.030 -0.331 -3.569
C -5.856 -1.239 -4.395
C -5.674 -2.596 -3.735
O -5.547 -2.540 -2.325
C -6.657 -2.006 -1.627
C -7.941 -2.798 -1.807
H -5.075 -0.555 -4.059
H -5.790 -1.344 -5.478
H -6.823 -0.789 -4.165
H -4.742 -3.051 -4.075
H -6.484 -3.273 -4.028
H -6.818 -0.956 -1.899
H -6.356 -2.020 -0.579
H -8.332 -2.724 -2.823
H -8.708 -2.418 -1.132
H -7.771 -3.852 -1.585
C 2.769 -7.091 -7.645
C 2.437 -7.675 -6.282
O 2.627 -6.776 -5.205
C 1.834 -5.603 -5.244
C 0.337 -5.856 -5.205
H 3.767 -6.651 -7.637
H 2.739 -7.876 -8.402
H 2.060 -6.318 -7.946
H 3.102 -8.511 -6.065
H 1.414 -8.071 -6.280
H 2.091 -4.994 -6.119
H 2.137 -5.035 -4.363
H -0.022 -6.332 -6.120
H -0.195 -4.909 -5.096
H 0.077 -6.501 -4.365
C -0.650 -3.384 -10.338
C -1.427 -2.089 -10.507
O -0.875 -0.991 -9.804
C 0.435 -0.610 -10.185
C 0.553 -0.161 -11.632
H -0.493 -3.596 -9.280
H -1.206 -4.211 -10.781
H 0.326 -3.346 -10.825
H -2.431 -2.204 -10.096
H -1.543 -1.849 -11.570
H 1.147 -1.418 -9.980
H 0.688 0.215 -9.519
H 0.408 -0.985 -12.332
H 1.547 0.251 -11.811
H -0.189 0.608 -11.852
C -1.552 0.627 6.916
C -2.681 -0.130 6.233
O -2.367 -1.476 5.941
C -2.069 -2.287 7.065
C -3.216 -2.420 8.052
H -0.625 0.523 6.347
H -1.805 1.684 6.987
H -1.367 0.267 7.928
H -2.905 0.321 5.264
H -3.597 -0.066 6.832
H -1.168 -1.925 7.574
H -1.826 -3.263 6.643
H -3.423 -1.484 8.573
H -2.968 -3.167 8.807
H -4.125 -2.731 7.537
*
```